Molecular formula: C42H42Br6N6O12
Method: DFT, ωB97M-V/def2-TZVPD

As for the largest force on an atom: 0.076 hartree/bohr. The LUMO energy is -0.99 eV. Its HOMO-LUMO gap is 9.110 eV. Its relative energy (zero: lowest compared OMol25 entry of this formula, charge and spin) is 89.5 kcal/mol. Its energy is -18300.46444 a.u. The calculation puts the highest occupied orbital energy at -0.3713 Eh.

The geometry in ORCA input format:
```
! RIJCOSX wB97M-V def2-TZVPD def2/J DEFGRID3
* xyz 0 1
Br 1.3365 5.4009 -6.1312
C 2.3376 6.8351 -7.1031
C 2.2776 8.0594 -6.2425
Br 3.2703 9.4763 -7.2937
H 1.8523 6.9549 -8.0717
H 3.3385 6.4684 -7.3308
H 2.8197 7.7975 -5.3338
H 1.2562 8.3613 -6.0109
Br 1.2487 -3.2620 -5.6010
C 2.0737 -4.9124 -4.7084
C 1.1854 -5.4956 -3.5729
Br 2.3623 -6.7459 -2.6301
H 2.9501 -4.4779 -4.2276
H 2.3542 -5.6589 -5.4514
H 0.3700 -6.0359 -4.0539
H 0.7781 -4.7209 -2.9231
Br 3.3981 0.0431 -1.2060
C 1.8303 1.1767 -0.7169
C 0.5694 0.3193 -0.9235
Br 0.3300 -0.8813 0.6409
H 1.8146 2.0651 -1.3482
H 1.8352 1.5148 0.3194
H 0.4999 -0.2415 -1.8556
H -0.3123 0.9577 -0.9797
C -10.5028 -1.4816 -6.3775
C -9.6620 -2.4952 -6.8378
C -8.3407 -2.6325 -6.5032
C -7.8705 -1.7892 -5.4460
C -8.7063 -0.7836 -4.8568
C -10.0566 -0.6798 -5.3224
N -6.4651 -1.8788 -4.9976
O -5.9958 -0.9046 -4.3847
O -5.7463 -2.8024 -5.3717
H -11.4727 -1.3818 -6.8420
H -10.1290 -3.1674 -7.5425
H -7.6480 -3.3588 -6.9018
H -8.4061 -0.0515 -4.1218
H -10.6452 0.1239 -4.9053
C -5.5675 5.6195 1.9233
C -5.6245 6.9428 1.4925
C -4.5498 7.5088 0.8318
C -3.3561 6.8592 0.7723
C -3.2919 5.5591 1.2440
C -4.4118 4.9254 1.7846
N -2.1262 7.5329 0.2791
O -1.0873 6.8538 0.1795
O -2.1668 8.7347 0.1184
H -6.4721 5.1079 2.2171
H -6.5841 7.4367 1.5327
H -4.7566 8.4928 0.4378
H -2.3722 4.9930 1.2541
H -4.4729 3.8729 2.0190
C -7.5759 -1.8821 1.8936
C -8.6048 -2.3717 2.6846
C -8.4027 -3.6042 3.3774
C -7.1532 -4.2733 3.2248
C -6.2227 -3.8132 2.2772
C -6.3895 -2.6029 1.6831
N -6.8194 -5.4493 4.0371
O -7.4151 -5.6122 5.0610
O -5.9205 -6.2338 3.6790
H -7.6187 -0.8763 1.5025
H -9.4341 -1.6965 2.8355
H -9.1528 -3.9497 4.0733
H -5.2756 -4.3110 2.1299
H -5.7630 -2.1552 0.9258
C 6.4446 -4.0496 4.0003
C 6.9239 -5.2447 3.3767
C 8.0677 -5.8826 3.9124
C 8.8069 -5.2676 4.9296
C 8.2803 -4.2162 5.5223
C 7.1177 -3.6313 5.1236
N 10.0762 -5.8453 5.3916
O 10.9306 -5.1859 5.9104
O 10.1514 -7.0880 5.3491
H 5.5757 -3.5199 3.6386
H 6.5204 -5.6319 2.4527
H 8.5667 -6.6800 3.3818
H 8.8273 -3.6548 6.2653
H 6.7817 -2.7289 5.6127
C -2.6144 -0.4300 8.2091
C -3.1239 0.8231 8.5985
C -3.0925 1.1045 10.0034
C -2.7050 0.1373 10.9816
C -2.1572 -1.0553 10.4839
C -2.1816 -1.3822 9.0985
N -2.7339 0.4303 12.4002
O -2.3705 -0.4727 13.1729
O -3.0422 1.5008 12.8424
H -2.6121 -0.6925 7.1615
H -3.4867 1.5616 7.8989
H -3.4232 2.1053 10.2392
H -1.8256 -1.7942 11.1984
H -1.7669 -2.3359 8.8075
C 9.8357 1.7846 -5.5784
C 10.9301 1.1089 -5.0171
C 12.2517 1.2646 -5.4713
C 12.4291 2.0933 -6.6031
C 11.3439 2.7081 -7.1511
C 10.0754 2.6459 -6.5845
N 13.7099 2.2502 -7.2561
O 14.7336 2.1470 -6.5286
O 13.7212 2.3967 -8.4863
H 8.7927 1.6138 -5.3564
H 10.7865 0.4819 -4.1495
H 13.0965 0.7583 -5.0282
H 11.5451 3.3993 -7.9561
H 9.2723 3.1509 -7.1005
*
```